Entry 1:
51
Properties=species:S:1:pos:R:3:mulliken_charge:R:1 method="wB97M-V/def2-TZVPD" smiles="NC(N)=O.NC(N)=O.NC(N)=O.CCO.CO.CO.CO" orbital_gap_ev=9.22 relative_energy_ev=5.664
C -1.87952 0.41471 -2.09126 -1.40
C -0.95443 1.47275 -1.43660 -0.39
O -0.42340 0.90550 -0.23292 -0.19
H -2.43354 0.86391 -2.88397 0.50
H -2.51606 -0.06690 -1.44470 0.54
H -1.38892 -0.44261 -2.63399 0.21
H -1.44261 2.40944 -1.00871 0.25
H -0.13559 1.85348 -2.02189 0.38
H 0.47436 1.23472 -0.10372 -0.01
C 1.59590 0.05083 3.76641 0.40
O 2.88055 -0.16938 4.27932 -0.77
N 1.23535 -0.50172 2.62343 -0.29
N 0.78409 0.71640 4.37318 -0.20
H 1.94657 -1.09135 2.08848 0.17
H 0.25640 -0.41690 2.30197 0.33
H 1.10520 1.30525 5.22810 0.31
H -0.04287 1.03463 3.90472 0.28
C 2.42818 1.83498 0.37331 -0.01
O 3.18912 2.91996 -0.03361 -0.81
N 1.67010 1.87886 1.37596 -0.22
N 2.56248 0.70672 -0.22713 -0.11
H 1.79602 2.70649 1.93919 0.24
H 1.45907 0.95358 1.93170 0.27
H 3.41374 0.68437 -0.95877 0.28
H 1.96172 -0.18939 -0.18784 0.33
C -2.21849 -1.61806 1.37361 0.28
O -3.01075 -2.41754 2.23561 -0.74
N -1.83359 -1.90947 0.18452 -0.11
N -1.64997 -0.47783 1.73282 -0.02
H -2.39782 -2.70556 -0.30928 0.28
H -1.31843 -1.20169 -0.32201 -0.31
H -2.03040 -0.12551 2.63487 0.22
H -1.43379 0.29673 1.05277 0.24
C 1.24427 -2.08212 -1.53149 -0.93
O 1.17643 -1.65570 -0.19811 -0.58
H 1.54153 -3.10824 -1.47609 0.44
H 2.15746 -1.70573 -1.97136 0.39
H 0.39204 -2.00581 -2.23666 0.18
H 0.34389 -2.02879 0.13119 0.45
C -1.76353 2.91240 1.74925 -0.98
O -0.86720 2.12030 2.50673 -0.52
H -2.40034 3.31054 2.44769 0.37
H -2.41418 2.48199 1.05291 0.30
H -1.24398 3.62104 1.17282 0.40
H 0.01007 2.16598 2.13435 0.55
C -0.00984 -2.11380 -5.16405 -0.36
O 0.19364 -3.44822 -4.87957 -0.53
H 0.87019 -1.50711 -5.03258 0.22
H -0.63347 -1.77499 -4.38718 -0.03
H -0.32622 -2.04709 -6.18355 0.40
H 0.08056 -4.04409 -5.63787 0.32

Entry 2:
47
Properties=species:S:1:pos:R:3:mulliken_charge:R:1 method="wB97M-V/def2-TZVPD" orbital_gap_ev=6.34 total_charge=-1 relative_energy_ev=1.058
C 23.75895 5.84388 -0.17589 -0.03
O 24.60184 4.74699 -0.34899 -0.96
H 22.98842 5.83443 0.60727 0.39
H 24.39357 6.71648 0.05305 -0.12
H 23.26892 6.12223 -1.11931 -0.25
C 26.85989 1.47022 0.57631 -0.55
O 25.60764 1.81719 0.06920 -0.49
H 27.03758 2.13239 1.42540 0.21
H 26.88893 0.40237 0.81223 0.24
H 27.67864 1.68250 -0.11862 0.20
H 25.37245 2.44681 0.76009 0.31
C 24.32405 9.86071 -1.27562 -0.37
O 25.24447 10.00840 -0.17873 -0.51
H 24.14373 8.81823 -1.54630 0.01
H 23.35102 10.25683 -0.99242 0.29
H 24.77389 10.32303 -2.15583 0.31
H 26.02455 9.48143 -0.37645 0.29
C 27.94224 6.60713 0.42186 -0.39
O 27.22034 6.59838 -0.78566 -0.52
H 27.43265 7.31471 1.08263 0.14
H 27.85737 5.61852 0.88203 0.10
H 29.01761 6.78649 0.43114 0.31
H 26.33675 6.28051 -0.55348 0.30
C 20.57957 4.72063 -2.84518 -0.48
O 21.57653 3.75772 -3.08612 -0.45
H 20.32874 5.26820 -3.75517 0.23
H 19.72609 4.19476 -2.40894 0.32
H 21.00563 5.34379 -2.05942 0.15
H 21.31267 3.10696 -3.73973 0.25
C 23.82809 8.07080 2.89274 -0.22
O 23.14237 8.54873 3.98354 -0.56
H 24.89632 8.29469 2.92699 0.24
H 23.64457 6.99448 2.91565 0.03
H 23.41420 8.34733 1.91875 0.19
H 23.29016 9.49778 4.02342 0.30
C 24.55822 6.52756 -3.64618 -0.15
O 25.44351 5.43293 -3.91926 -0.47
H 24.97855 7.10557 -2.81915 0.01
H 24.34470 7.24870 -4.43902 0.38
H 23.61581 6.13939 -3.26323 -0.03
H 26.17911 5.86188 -4.36629 0.29
C 25.20441 3.91464 3.12956 -0.69
O 25.94523 4.14011 1.94605 -0.34
H 25.86812 3.48868 3.88536 0.29
H 24.74277 4.76570 3.63555 0.20
H 24.45164 3.14348 2.94570 0.29
H 25.39399 4.46602 1.20113 0.33

Entry 3:
53
Properties=species:S:1:pos:R:3:mulliken_charge:R:1 method="wB97M-V/def2-TZVPD" spin_multiplicity=2 s2=0.755 orbital_gap_ev="9.07 / 5.55" total_charge=+1
O -3.78988 1.39176 -2.27702 -0.23
H -4.13368 1.27659 -1.38812 0.42
H -2.92721 1.00325 -2.43970 0.25
H -4.45823 1.16684 -2.92841 0.44
O 0.33605 0.74737 -3.44633 -0.28
H 0.72816 0.09359 -4.02981 0.47
H 0.86569 1.08840 -2.72192 0.52
H -0.50905 0.44901 -3.10226 0.31
O -0.15408 1.45585 0.13624 -0.11
H -0.07000 0.89112 0.90799 0.61
H -0.75455 1.01203 -0.46713 0.15
H 0.69378 1.57363 -0.29835 0.34
C -3.08936 -1.92085 -1.62711 -1.45
C -1.67787 -1.34882 -1.70481 0.27
O -1.48627 0.05784 -1.74287 -0.85
H -3.61786 -1.82261 -2.57534 0.34
H -3.75573 -1.41110 -0.93125 0.31
H -3.05895 -2.98696 -1.40224 0.40
H -1.32345 -1.78063 -2.64078 0.31
H -1.10455 -1.83102 -0.91305 -0.15
C 4.04884 2.84630 -0.58152 -1.19
C 3.22418 1.63283 -0.96599 0.07
O 1.93744 1.84051 -1.53427 -0.67
H 4.86488 2.48544 0.04455 0.38
H 3.53121 3.59676 0.01597 0.34
H 4.48701 3.30837 -1.46616 0.33
H 3.17378 0.93862 -0.12717 0.05
H 3.86569 0.92430 -1.48996 0.43
B -1.85042 4.31687 0.19706 0.35
F -2.91085 5.12235 0.47433 -0.35
F -1.16302 4.01990 1.37652 -0.41
F -2.20518 3.23098 -0.50035 -0.13
F -1.00863 4.99826 -0.64466 -0.38
C 1.53493 -1.86317 0.24612 -1.27
C 0.79521 -1.70034 1.55002 0.35
C 1.17080 -2.66316 2.75154 -0.91
O 1.14272 -4.04535 2.46696 -0.34
C 1.66654 -4.87810 3.47431 -0.73
N 0.68252 -0.28030 1.90641 -0.53
H 2.58146 -1.71348 0.51159 0.43
H 1.27385 -1.13359 -0.52046 0.13
H 1.32867 -2.88969 -0.05688 0.36
H -0.24885 -1.93743 1.34548 0.23
H 0.45704 -2.47991 3.55470 0.46
H 2.12878 -2.39021 3.19411 0.46
H 2.74720 -4.73808 3.49991 0.30
H 1.47688 -5.93971 3.31589 0.25
H 1.10417 -4.62158 4.37210 0.32
H 1.52964 -0.11637 2.43140 0.26
H 0.06684 -0.19027 2.70198 0.29
O -2.82320 1.37804 1.24286 -0.66
H -2.77445 1.73644 2.12909 0.30
H -2.54865 2.09945 0.67681 0.40

Entry 4:
58
Properties=species:S:1:pos:R:3:mulliken_charge:R:1 method="wB97M-V/def2-TZVPD" orbital_gap_ev=6.15 total_charge=-2 relative_energy_ev=0.000
Cs 0.95843 3.55199 0.20079 1.18
P 0.34421 -0.23373 0.11571 -1.71
O -0.90622 0.59154 0.51510 -0.46
O 0.03286 -1.60951 -0.57568 -0.40
O 1.07668 -0.48837 1.41478 -0.64
O 1.13640 0.76028 -0.79363 -0.54
O 1.95736 -2.69334 2.12084 -0.83
H 1.64120 -1.82533 1.87017 0.37
H 1.25380 -3.28881 1.86265 0.42
O -2.60523 -2.15330 -0.22130 -0.71
H -3.18189 -1.43571 -0.48354 0.31
H -1.72158 -1.79724 -0.31416 0.33
O -0.59594 -0.72481 -3.01195 -0.74
H -0.49900 -0.99845 -2.09984 0.32
H -0.24973 0.16734 -3.03295 0.52
O -1.46561 1.65901 2.83662 -0.81
H -1.27768 1.43144 1.92605 0.52
H -0.70722 1.33928 3.32533 0.37
C -0.64940 -4.54345 -1.42940 -0.63
C -0.23921 -4.90579 -0.02657 -0.31
O -0.24191 -3.81812 0.76963 -0.61
O 0.34594 -3.75781 -2.04100 -0.66
H -1.63402 -4.07676 -1.45831 0.17
H -0.80626 -5.41978 -2.05832 0.42
H 0.73911 -5.37305 -0.13907 0.21
H -0.92170 -5.64799 0.38748 0.34
H -0.17742 -2.97293 0.31896 0.47
H 0.25977 -2.87102 -1.68353 0.54
C 1.93939 2.13389 3.26614 -0.35
C 1.66554 0.99987 4.30428 -0.54
O 0.66608 0.21710 3.80953 -0.66
O 2.56759 1.65787 2.07028 -0.52
H 2.45600 2.94676 3.77649 0.33
H 1.00304 2.61967 2.99161 0.08
H 1.39603 1.52489 5.22069 0.34
H 2.53150 0.40209 4.58866 0.32
H 0.85500 -0.00269 2.89433 0.62
H 2.01818 0.95517 1.71538 0.42
C 3.15855 1.52435 -3.31922 -0.47
C 1.91136 2.36515 -3.58837 -0.36
O 0.75943 1.59664 -3.22546 -0.65
O 3.29888 1.38647 -1.91823 -0.61
H 4.06852 1.91581 -3.77400 0.41
H 3.15985 0.63593 -3.95074 0.25
H 1.81399 2.55598 -4.65711 0.34
H 2.03625 3.27217 -2.99692 0.04
H 0.94906 1.21418 -2.36559 0.64
H 2.47540 1.09867 -1.51742 0.68
C -3.17664 2.82039 -0.17717 -0.60
C -4.10496 1.59648 -0.28660 -0.30
O -3.57469 0.69119 0.66237 -0.55
O -1.90263 2.59923 -0.83048 -0.54
H -2.96335 3.17870 0.82992 0.26
H -3.55031 3.70548 -0.69203 0.35
H -4.08960 1.17352 -1.29107 0.21
H -5.09131 1.89115 0.07171 0.37
H -2.62687 0.63836 0.51936 0.58
H -1.51500 1.82004 -0.42527 0.46

Entry 5:
49
Properties=species:S:1:pos:R:3:mulliken_charge:R:1 method="wB97M-V/def2-TZVPD" orbital_gap_ev=8.97 relative_energy_ev=0.499
C 0.11009 -0.10876 -2.66697 -1.50
C 0.56992 0.28990 -1.27095 1.08
C 1.23256 -0.86541 -0.55168 0.21
C 1.44526 -2.09638 -1.00673 -0.44
C 0.94148 -0.91493 1.90161 -0.54
C 1.67314 -0.53753 0.84972 0.78
C 2.85841 0.33764 1.02542 -1.76
C -0.46130 -1.42051 1.93077 -1.03
H -0.72858 -0.80255 -2.76916 0.34
H 1.01152 -0.42904 -3.21131 0.34
H -0.39895 0.68799 -3.22840 0.33
H -0.32457 0.57290 -0.72514 0.16
H 1.34140 1.06225 -1.16665 -0.23
H 1.13200 -2.40611 -1.99851 0.29
H 1.74133 -2.90702 -0.37588 -0.20
H 1.39932 -0.78151 2.88699 0.34
H 3.63861 0.44750 0.25917 0.34
H 2.64699 1.39382 1.26509 0.28
H 3.28134 0.08346 2.00035 0.44
H -0.41395 -2.43021 2.35202 0.44
H -1.03241 -1.32615 1.02057 -0.06
H -1.06285 -0.92946 2.71396 0.48
H 1.12118 4.94273 1.09687 0.30
H 1.24485 4.04917 -0.12781 0.42
O 0.58919 4.58153 0.37077 -0.69
H 2.44147 3.15604 -1.85281 0.32
H 3.48701 3.84635 -1.03216 0.27
O 2.62848 3.42712 -0.94139 -0.61
H -3.46358 1.42222 0.71708 0.31
H -2.27055 0.67457 1.27752 0.28
O -2.63939 1.57293 1.21012 -0.64
H 1.82745 2.00015 -4.41158 0.31
H 0.84770 2.90503 -3.71294 0.30
O 1.69921 2.48624 -3.56867 -0.70
H 1.99036 -4.33480 0.86785 0.31
H 1.09768 -4.87709 -0.26087 0.35
O 1.12132 -4.67913 0.67514 -0.70
H -2.78466 -2.66433 1.17480 0.37
H -3.53615 -2.17493 2.48512 0.27
O -3.33208 -1.97405 1.57509 -0.61
H -4.27069 -0.26016 0.36545 0.26
H -4.59568 -0.48558 -1.08586 0.32
O -4.72049 0.14770 -0.37355 -0.68
H -0.70299 -4.15709 0.58624 0.39
H -1.60466 -3.38630 -0.38498 0.31
O -1.56170 -4.20328 0.13231 -0.69
H -1.07133 3.97099 1.68707 0.34
H -2.29658 3.13086 2.02678 0.44
O -1.84613 3.96321 2.27010 -0.65

Entry 6:
62
Properties=species:S:1:pos:R:3:mulliken_charge:R:1 method="wB97M-V/def2-TZVPD" orbital_gap_ev=8.06 total_charge=-1
B -0.18783 0.16725 0.04406 -1.36
F 0.68752 0.35331 -1.02130 -0.54
F -0.18419 1.27951 0.85118 -0.39
F -1.45292 -0.08083 -0.41561 -0.53
F 0.20483 -0.87449 0.81100 -1.16
C -1.61054 0.97086 3.10153 -0.75
O -0.73794 -0.11621 2.79863 -0.42
H -2.63138 0.69126 2.84111 0.32
H -1.50068 1.24871 4.14978 0.24
H -1.26509 1.80666 2.49308 -0.08
H -0.55519 -0.15096 1.85682 0.82
C -2.38628 -1.68332 -1.68514 0.11
O -2.12020 -3.07784 -1.87489 -0.57
H -2.87453 -1.57949 -0.71616 0.26
H -1.43550 -1.15225 -1.63933 -0.41
H -2.94445 -1.29958 -2.53913 0.35
H -2.17042 -3.26565 -2.81500 0.35
C 0.50837 -2.31292 -1.54883 -1.32
O 1.36627 -1.22282 -1.74789 -0.80
H 0.22521 -2.48395 -0.51024 0.15
H -0.37614 -2.10627 -2.15136 0.63
H 0.87335 -3.24540 -1.97938 0.51
H 1.00853 -0.54770 -1.16664 0.74
C -1.29811 1.75851 -2.04336 -0.55
O -1.76285 1.84166 -0.69306 -0.99
H -1.26386 0.71311 -2.35007 0.01
H -1.90959 2.35084 -2.72405 0.41
H -0.22815 1.94434 -2.13683 0.45
H -1.40990 1.08760 -0.21515 1.28
C 0.54379 2.82337 2.29892 0.02
O 1.02621 3.89616 1.47745 -0.80
H -0.54502 2.85561 2.33826 0.34
H 0.86107 1.82850 1.98642 -0.04
H 0.98062 2.88838 3.29544 0.36
H 0.57944 3.85251 0.62887 0.66
C 0.85558 -2.80971 2.28969 0.18
O -0.46646 -2.93029 2.67800 -0.42
H 1.38159 -2.14674 2.97664 0.29
H 1.17830 -3.85084 2.28963 0.44
H 0.94946 -2.35914 1.30163 -0.64
H -0.59374 -3.85729 2.89264 0.39
C 1.20986 0.73641 -3.21352 -0.07
O 1.83855 -0.49381 -3.50124 -0.83
H 1.19945 1.30091 -4.14590 0.39
H 0.15209 0.66240 -2.96106 -0.24
H 1.78919 1.26567 -2.45698 0.39
H 1.64419 -1.12260 -2.80235 0.63
C 2.63193 -0.94582 0.74266 -0.95
O 2.00468 -0.26785 1.77871 -0.68
H 3.67457 -0.65993 0.60385 0.49
H 2.66404 -2.02883 0.86169 0.33
H 2.23313 -0.69692 -0.24075 0.75
H 1.06687 -0.41622 1.63690 0.61
O 1.63490 2.28110 -0.84072 -0.93
H 1.10181 1.49251 -0.94156 0.73
H 1.02927 2.93786 -0.49705 0.57
O -0.03634 3.45712 -0.18828 -0.53
H -0.63489 2.72357 -0.04728 0.21
H -0.53515 4.07444 -0.72338 0.33
O -1.69316 -1.97317 1.13858 -0.86
H -1.30257 -1.23986 0.66327 0.54
H -0.99187 -2.29156 1.70695 0.61

Entry 7:
73
Properties=species:S:1:pos:R:3:mulliken_charge:R:1 method="wB97M-V/def2-TZVPD" smiles="NC(N)=O.NC(N)=O.NC(N)=O.NC(N)=O.NC(N)=O.NC(N)=O.NC(N)=O.NC(N)=O.O.O.O" orbital_gap_ev=9.46 relative_energy_ev=0.000
C -2.95935 -1.42439 0.84447 0.60
O -3.33768 -2.00865 1.81350 -0.68
N -3.53252 -0.31662 0.24316 -0.44
N -1.86863 -1.86847 0.15679 -0.22
H -4.18683 0.21755 0.73416 0.33
H -2.90645 0.29276 -0.29235 0.20
H -1.47187 -1.37389 -0.66870 0.05
H -1.10620 -2.30917 0.67408 0.19
C -2.06651 0.56644 3.23306 0.44
O -2.34734 1.71906 2.81501 -0.86
N -2.57589 0.08913 4.38037 -0.54
N -0.99818 -0.09606 2.71934 -0.04
H -3.46247 0.51734 4.64910 0.31
H -2.73295 -0.87534 4.34309 0.26
H -0.64949 -0.84322 3.29785 0.19
H -0.49977 0.33462 1.98054 0.09
C -1.83905 2.88230 -0.48197 0.58
O -1.80404 1.73147 -0.85851 -0.34
N -2.73027 3.26293 0.53321 -0.46
N -1.21660 3.95493 -1.05564 -0.50
H -2.76490 4.14383 0.98051 0.26
H -2.90643 2.54263 1.18614 0.08
H -0.66265 3.79705 -1.86988 0.24
H -1.27934 4.91876 -0.70543 0.17
C 3.21856 -3.07261 -2.84720 0.62
O 3.51558 -1.99552 -3.31778 -0.69
N 4.10103 -4.14727 -2.79666 -0.53
N 2.03484 -3.27949 -2.26055 -0.02
H 4.79282 -3.91429 -3.44474 0.28
H 3.73356 -5.07667 -2.79498 0.21
H 1.75871 -4.15558 -1.83137 0.25
H 1.27372 -2.58710 -2.30988 -0.01
C 2.01416 2.69351 -1.76036 0.56
O 1.26602 2.75974 -2.75621 -0.68
N 3.13705 1.84288 -1.65326 -0.30
N 1.78691 3.37062 -0.56636 -0.54
H 3.34304 1.29301 -2.46356 0.17
H 3.99745 2.00909 -1.17685 0.22
H 0.78208 3.48741 -0.36431 0.20
H 2.11668 2.89318 0.24908 0.35
C 0.50185 3.52974 2.82432 0.32
O 0.46809 2.55493 2.04923 -0.44
N 1.42916 4.57073 2.87798 -0.40
N -0.54448 3.68135 3.69309 -0.38
H 1.48392 5.04686 3.75337 0.17
H 2.12114 4.71596 2.14868 0.23
H -1.35828 3.02884 3.48968 0.33
H -0.72483 4.50159 4.29686 0.17
C 0.09809 -0.22884 -3.16118 0.47
O -0.07553 -1.21771 -2.38385 -0.66
N -0.88793 0.68769 -3.42167 -0.45
N 1.15571 0.00386 -3.91784 -0.38
H -0.58310 1.61560 -3.64379 0.24
H -1.66741 0.72126 -2.82526 0.30
H 1.44870 0.98646 -4.03064 0.25
H 1.88663 -0.71627 -3.83333 0.18
C -0.92492 -5.23824 -0.66660 0.69
O 0.21265 -5.43790 -1.01967 -0.72
N -1.21677 -4.71610 0.58761 -0.41
N -2.07195 -5.47182 -1.39559 -0.39
H -0.54855 -4.80881 1.33216 0.21
H -2.14228 -4.63205 0.97029 0.16
H -2.05426 -6.10366 -2.18540 0.22
H -2.95422 -5.18318 -1.01026 0.16
O 2.74619 -2.56627 2.26049 -0.66
H 3.23151 -3.05308 1.59460 0.29
H 2.64350 -1.65701 1.96305 0.34
O 2.39015 0.57756 1.62864 -0.72
H 2.15214 0.50004 0.72235 0.23
H 1.79415 1.16716 2.11318 0.39
O 0.55305 0.46538 -0.17175 0.76
H -0.06409 1.08344 -0.60006 -0.36
H 0.53516 -0.38343 -0.59562 -0.14

Entry 8:
16
Properties=species:S:1:pos:R:3:mulliken_charge:R:1 method="wB97M-V/def2-TZVPD" orbital_gap_ev="6.57 / 6.57" total_charge=-1 relative_energy_ev=1.812
C -2.52631 -1.20811 -0.17886 0.36
C -0.18113 1.13443 -0.24473 -1.44
C -0.42037 -0.10358 0.23144 0.54
C 1.24561 1.15365 -0.69984 0.85
C 1.83774 -0.16031 -0.20165 0.12
C 0.79516 -0.89314 0.31796 0.23
C 2.66555 0.99665 0.14345 -0.41
C -1.74758 -0.48202 0.82442 -0.67
N -2.92716 -1.99067 -0.85456 -0.45
N 1.71397 0.85140 -1.90546 -0.08
O 1.02543 0.61590 -2.90702 -0.59
Cl 0.69610 -2.38665 1.02256 -0.29
Cl 2.63239 1.50334 1.86157 -0.25
H -0.91499 1.81651 -0.34128 0.52
H -2.33795 0.40239 1.21479 0.30
H -1.55644 -1.24978 1.71721 0.26